Entry 1:
{
  "formula": "C3H6N2S",
  "method": "ωB97M-V/def2-TZVPD",
  "smiles": "C1CN2N[C@@H]2S1",
  "multiplicity": 1,
  "gap_ev": 9.5,
  "lumo_energy_ev": 0.9,
  "symbols": ["S", "N", "N", "C", "C", "C", "H", "H", "H", "H", "H", "H"],
  "coordinates": [[-1.00519, 1.18291, -1.32250], [0.56722, 1.11460, 1.20240], [1.09323, 0.35861, 0.06877], [0.23509, -0.85714, -0.05281], [0.49623, 1.51328, -0.41668], [-1.20293, -0.40590, -0.40944], [0.12006, -1.35248, 0.84222], [-1.77472, -0.98821, -1.07918], [-1.97810, -0.17768, 0.32972], [1.16360, 2.28677, -0.66969], [1.20415, 1.70145, 1.71763], [0.90567, -1.47890, -0.63645]]
}



Entry 2:
{
  "formula": "C5H8N3",
  "method": "ωB97M-V/def2-TZVPD",
  "smiles": "Cn1ncccc1=[NH2+]",
  "multiplicity": 1,
  "charge": 1,
  "gap_ev": 9.8,
  "lumo_energy_ev": -4.8,
  "symbols": ["N", "N", "N", "C", "C", "C", "C", "C", "H", "H", "H", "H", "H", "H", "H", "H"],
  "coordinates": [[-0.05860, -0.67812, 0.11111], [-1.20183, -1.31442, 0.13370], [1.43168, 1.08505, -0.26680], [0.09436, 0.58594, -0.11352], [-2.29946, -0.61060, 0.02690], [1.05315, -1.49749, -0.05272], [-1.07199, 1.39245, -0.16066], [-2.27644, 0.80524, 0.04872], [2.24676, 0.87210, 0.27778], [-3.23176, 1.39944, 0.05061], [-3.19250, -1.23913, 0.07834], [1.83312, -1.15091, 0.63647], [0.80996, -2.57742, 0.02948], [-1.06013, 2.43458, -0.33396], [1.54543, -1.44745, -1.01674], [1.27124, 2.09815, -0.44261]]
}



Entry 3:
{
  "formula": "C4H7NO",
  "method": "ωB97M-V/def2-TZVPD",
  "smiles": "O=CNC1CC1",
  "multiplicity": 1,
  "gap_ev": 10.2,
  "lumo_energy_ev": 1.1,
  "symbols": ["O", "N", "C", "C", "C", "C", "H", "H", "H", "H", "H", "H", "H"],
  "coordinates": [[1.88360, -2.00416, -0.21921], [1.23997, 0.10117, 0.47077], [-1.32837, 0.38538, 0.73242], [-0.95133, -0.09615, -0.61805], [1.46837, -0.90129, -0.46870], [0.02959, 0.81030, 0.25031], [0.15613, 1.90755, 0.27601], [-0.83367, -1.19298, -0.66408], [-1.37896, 0.26197, -1.54726], [1.17442, -0.58482, -1.48697], [2.01029, 0.44477, 1.02596], [-2.04591, 1.19539, 0.70987], [-1.42412, -0.32714, 1.53894]]
}



Entry 4:
{
  "formula": "C6H10",
  "method": "ωB97M-V/def2-TZVPD",
  "multiplicity": 1,
  "gap_ev": 7.8,
  "lumo_energy_ev": -0.3,
  "symbols": ["C", "C", "C", "C", "C", "C", "H", "H", "H", "H", "H", "H", "H", "H", "H", "H"],
  "coordinates": [[-0.94707, -0.72010, -0.85336], [-0.05988, 0.39798, -1.31928], [-1.37221, 1.17339, 0.46395], [-1.87642, -0.21734, 0.26803], [2.57847, -0.56917, 0.38566], [-0.36904, 1.47782, -0.39361], [2.16391, -0.24759, -0.57587], [-1.47688, -1.16827, -1.70291], [-0.26606, -1.51028, -0.50166], [3.31668, 0.16019, 0.72855], [3.05588, -1.54634, 0.27530], [1.77296, -0.63798, 1.12353], [-1.78540, 1.84572, 1.21600], [-1.82304, -0.79608, 1.19961], [-2.93313, -0.21133, -0.03029], [0.13949, 2.43867, -0.41035]]
}



| no. | HOMO (eV) |
| --- | --- |
| 1 | -8.60 |
| 2 | -14.57 |
| 3 | -9.13 |
| 4 | -8.12 |